{
  "formula": "C30H52Br14O12",
  "method": "ωB97M-V with the def2-TZVPD basis set",
  "spin_multiplicity": 2,
  "gap_ha": [0.0662, 0.3272],
  "total_charge": -1,
  "elements": ["Br", "C", "C", "Br", "H", "H", "H", "H", "Br", "C", "C", "Br", "H", "H", "H", "H", "Br", "C", "C", "Br", "H", "H", "H", "H", "Br", "C", "C", "Br", "H", "H", "H", "H", "Br", "C", "C", "Br", "H", "H", "H", "H", "Br", "C", "C", "Br", "H", "H", "H", "H", "Br", "C", "C", "Br", "H", "H", "H", "H", "C", "C", "C", "O", "C", "O", "O", "H", "H", "H", "H", "H", "H", "C", "C", "C", "O", "C", "O", "O", "H", "H", "H", "H", "H", "H", "C", "C", "C", "O", "C", "O", "O", "H", "H", "H", "H", "H", "H", "C", "C", "C", "O", "C", "O", "O", "H", "H", "H", "H", "H", "H"],
  "xyz": [[-0.617, 3.421, 0.831], [-0.992, 5.349, 1.055], [-0.147, 6.154, 0.038], [1.786, 5.966, 0.631], [-0.751, 5.586, 2.092], [-2.052, 5.601, 1.029], [-0.456, 7.197, 0.106], [-0.272, 5.802, -0.986], [-6.411, 1.708, 3.443], [-6.872, 2.051, 1.567], [-5.845, 3.081, 0.952], [-3.992, 2.365, 1.046], [-7.863, 2.503, 1.612], [-6.887, 1.116, 1.007], [-5.815, 4.013, 1.516], [-6.167, 3.283, -0.070], [-4.754, -0.937, -2.594], [-4.638, -2.046, -0.910], [-5.074, -1.154, 0.285], [-5.111, -2.207, 2.018], [-3.624, -2.426, -0.784], [-5.374, -2.847, -0.982], [-6.096, -0.816, 0.114], [-4.441, -0.285, 0.468], [-0.539, -3.970, 1.547], [-2.156, -3.945, 2.656], [-2.403, -5.320, 3.347], [-4.123, -5.283, 4.503], [-2.943, -3.765, 1.924], [-2.028, -3.099, 3.331], [-1.598, -5.470, 4.067], [-2.527, -6.120, 2.617], [-2.307, -5.059, -4.110], [-0.633, -5.568, -3.222], [-0.332, -4.489, -2.270], [1.426, -5.040, -1.469], [0.199, -5.698, -3.914], [-0.834, -6.487, -2.671], [-1.087, -4.414, -1.488], [-0.243, -3.491, -2.700], [-2.643, 0.316, 7.841], [-1.683, -0.394, 6.160], [-1.270, -1.875, 6.212], [-0.170, -2.209, 7.894], [-0.774, 0.187, 5.999], [-2.402, -0.248, 5.353], [-0.600, -2.133, 5.392], [-2.132, -2.543, 6.222], [-0.022, -2.657, -8.466], [-1.161, -2.084, -6.920], [-0.408, -2.374, -5.593], [-1.425, -1.537, -4.088], [-2.113, -2.615, -6.920], [-1.367, -1.022, -7.048], [0.646, -2.096, -5.602], [-0.542, -3.436, -5.389], [-1.437, 0.321, -1.069], [-0.987, -0.666, -0.041], [0.136, -0.158, 0.855], [-0.488, 0.037, 2.083], [-1.764, -0.418, 2.080], [-2.453, -0.582, 3.063], [-1.996, -0.972, 0.889], [-1.832, 1.169, -0.509], [-2.219, -0.009, -1.751], [-0.616, 0.675, -1.693], [-0.663, -1.527, -0.626], [0.648, 0.728, 0.479], [0.926, -0.906, 0.917], [2.505, 3.593, 3.816], [3.707, 2.780, 3.534], [3.742, 2.027, 2.153], [4.876, 2.526, 1.542], [5.327, 3.575, 2.075], [6.233, 4.303, 1.620], [4.803, 3.733, 3.310], [2.592, 4.323, 4.621], [1.736, 2.912, 4.180], [2.304, 4.152, 2.902], [3.878, 2.034, 4.311], [2.821, 2.235, 1.608], [3.779, 0.951, 2.322], [2.020, 1.660, -2.916], [2.398, 2.678, -1.877], [3.886, 2.743, -1.609], [4.151, 4.167, -1.697], [3.133, 4.788, -2.316], [3.073, 6.010, -2.572], [2.092, 3.934, -2.451], [1.142, 2.066, -3.419], [1.908, 0.695, -2.422], [2.812, 1.518, -3.651], [1.911, 2.548, -0.911], [4.551, 2.092, -2.177], [3.946, 2.459, -0.558], [5.895, -1.691, -3.445], [4.541, -1.411, -2.773], [3.770, -2.631, -2.322], [3.373, -2.238, -1.000], [3.975, -1.136, -0.660], [3.790, -0.588, 0.475], [4.778, -0.737, -1.583], [6.495, -2.326, -2.793], [6.470, -0.769, -3.522], [5.794, -2.083, -4.457], [3.913, -0.859, -3.473], [4.417, -3.508, -2.308], [2.864, -2.765, -2.914]],
  "atomic_forces_ev_per_a": [[-0.334, 0.682, 0.161], [0.643, 0.230, -0.107], [0.023, -0.669, 1.412], [-1.252, 0.412, -0.686], [0.545, -0.096, -0.176], [-0.152, -0.577, -0.756], [0.463, 0.051, 0.020], [0.374, -0.093, 0.185], [-0.208, -0.132, -0.417], [1.155, 1.217, 0.090], [-0.717, -1.239, 0.811], [-0.966, 0.596, -0.364], [0.090, -0.071, -0.201], [0.060, 0.115, 0.241], [-0.066, -0.224, 0.003], [0.514, -0.120, -0.104], [-0.028, -0.745, 1.130], [-0.605, 0.946, 0.859], [0.083, -0.502, -0.215], [-0.273, 0.588, -1.299], [-0.100, 0.140, -0.295], [0.299, 0.003, -0.396], [0.054, -0.151, 0.172], [0.054, -0.384, -0.034], [0.017, -0.344, 0.282], [-0.751, -0.875, -0.168], [-0.046, 1.474, 0.364], [1.396, 0.124, -1.069], [0.123, 0.227, 0.393], [-0.267, -0.276, 0.003], [-0.262, -0.479, -0.101], [0.002, 0.086, 0.332], [0.094, -0.477, -0.077], [-0.354, -0.448, -0.180], [0.507, 0.617, 1.017], [-0.773, 0.430, 0.003], [-0.433, -0.038, -0.384], [0.017, -0.026, -0.334], [0.300, -0.216, 0.252], [0.454, -0.236, -0.152], [0.856, -0.681, -1.425], [-0.044, -0.532, 0.518], [-0.112, 0.639, 1.273], [-0.649, -0.021, -1.143], [-0.386, 0.349, 0.281], [0.161, 0.091, 0.140], [-0.070, 0.205, 0.049], [0.209, -0.025, 0.262], [-0.585, 0.137, 0.361], [0.783, 0.088, 1.048], [-0.562, -0.882, -2.008], [-0.217, 0.758, 0.599], [0.235, -0.134, -0.301], [0.262, -0.089, -0.138], [-0.088, 0.326, 0.279], [0.413, 0.092, 0.070], [-0.694, 1.187, 0.188], [1.173, 0.135, -1.623], [0.895, -0.780, -1.287], [-0.608, 1.099, 1.673], [0.912, -1.979, 1.151], [0.744, 1.033, -1.313], [-1.604, -0.200, -0.200], [-0.065, 0.390, -0.239], [0.053, -0.334, 0.229], [0.176, -0.141, 0.108], [-0.194, -0.659, 0.659], [-0.414, 0.400, 0.147], [-0.015, -0.149, 0.473], [-0.690, 0.121, 0.169], [1.196, 0.154, -1.163], [-1.821, -0.416, 2.281], [-0.543, -2.860, -3.292], [4.426, 4.522, 1.279], [-2.934, -2.110, 1.233], [-0.236, -0.127, 0.676], [0.616, -0.080, 0.042], [-0.558, 0.106, -0.625], [-0.767, -0.109, 0.101], [0.748, 0.449, 0.301], [0.110, 0.208, -0.442], [0.409, 0.127, -0.419], [0.042, -0.292, 0.375], [0.592, -0.660, -1.106], [-0.424, 0.512, 1.769], [0.531, -0.268, -0.703], [-0.750, 3.527, 0.435], [0.438, -4.319, 0.441], [0.054, 1.330, -0.169], [-0.253, -0.754, 0.010], [-0.589, -0.181, -0.270], [0.014, 0.267, -0.086], [-0.598, 0.216, -0.208], [-0.043, 0.519, -0.429], [0.902, 0.102, -0.166], [-0.203, 0.439, 0.462], [0.974, -1.241, -2.410], [0.018, 0.152, -0.247], [-0.962, -1.381, 0.071], [-1.405, 1.535, 5.730], [0.769, -1.515, -4.083], [1.372, 2.554, 0.048], [-0.080, -0.365, -0.193], [-0.185, 0.223, -0.075], [-0.119, -0.256, 0.194], [-0.044, 0.596, 0.229], [-0.350, -0.203, 0.256], [0.104, -0.365, -0.059]]
}



{
  "formula": "C9H15N3O2S",
  "method": "ωB97M-V with the def2-TZVPD basis set",
  "e_above_lowest_ev": 2.917,
  "gap_ha": 0.3451,
  "total_charge": 0,
  "elements": ["C", "C", "C", "C", "C", "C", "C", "C", "C", "H", "H", "H", "H", "H", "H", "H", "H", "H", "H", "H", "H", "H", "H", "H", "N", "N", "N", "O", "O", "S"],
  "xyz": [[3.424, -1.014, -1.178], [3.761, 0.080, -0.164], [2.834, 0.071, 1.083], [1.389, 0.301, 0.741], [0.052, 2.125, -0.015], [-1.213, 1.449, -0.237], [-2.617, -0.385, -0.563], [-3.656, -0.324, 0.554], [-2.705, -1.887, -0.441], [2.407, -0.889, -1.570], [3.432, -2.000, -0.726], [4.091, -1.070, -2.023], [3.651, 1.055, -0.687], [4.833, -0.004, 0.188], [3.129, 0.870, 1.800], [2.918, -0.873, 1.649], [0.761, 0.361, 1.674], [0.991, -0.496, 0.149], [-2.914, 0.053, -1.512], [-3.181, -0.203, 1.530], [-4.464, 0.372, 0.475], [-4.237, -2.303, 1.034], [-2.814, -2.496, -1.401], [-1.956, -2.264, 0.210], [-0.021, 3.421, -0.007], [-2.220, 2.266, -0.337], [-4.011, -1.699, 0.234], [1.267, 1.542, 0.066], [-1.313, 0.138, -0.284], [-1.619, 3.805, -0.243]],
  "atomic_forces_ev_per_a": [[-0.601, -0.150, 0.383], [0.572, 0.318, 0.237], [0.695, 0.503, 0.209], [-0.870, 0.021, 1.559], [0.724, -0.191, -0.205], [-0.105, 1.260, 0.381], [0.473, 0.843, -0.033], [0.091, 0.298, 0.292], [-1.475, -1.081, -1.830], [0.178, 0.130, -0.027], [0.087, -0.262, 0.267], [0.325, 0.275, -0.233], [0.198, -0.446, 0.510], [-1.111, 0.081, -0.445], [0.040, -0.398, -0.523], [-0.040, 0.171, -0.350], [0.601, -0.201, -0.657], [-0.257, -0.488, -0.492], [-0.385, -0.170, -0.037], [0.212, 0.074, 0.070], [-0.422, 0.556, -0.137], [0.332, 0.320, -0.602], [0.518, 0.748, 1.274], [0.961, -0.476, 0.466], [-0.867, -0.185, -0.095], [0.194, 0.245, -0.155], [-0.365, -0.859, 0.360], [-0.099, 0.558, -0.390], [0.078, -1.201, 0.071], [0.318, -0.297, 0.133]]
}



{
  "formula": "C3H7INO",
  "method": "ωB97M-V with the def2-TZVPD basis set",
  "e_above_lowest_ev": 3.092,
  "gap_ha": 0.3209,
  "total_charge": 1,
  "elements": ["C", "C", "C", "N", "O", "I", "H", "H", "H", "H", "H", "H", "H"],
  "xyz": [[-0.918, -1.742, 1.494], [0.272, 1.355, -1.182], [0.489, -0.752, -0.038], [-0.177, 0.522, -0.038], [-1.872, -1.037, 1.460], [2.451, -0.564, 0.837], [-0.482, -2.649, 1.889], [-0.136, 0.810, -1.958], [-0.314, 2.315, -1.112], [1.375, 1.555, -0.978], [0.483, -1.231, -0.988], [-1.176, 0.490, -0.283], [0.004, 0.927, 0.895]],
  "atomic_forces_ev_per_a": [[-0.575, 3.965, -3.523], [1.098, 3.190, 2.813], [-0.465, -2.171, 3.439], [-0.190, 0.620, -0.008], [2.021, -2.384, 1.040], [-0.809, -0.136, -0.476], [-0.163, -0.305, 0.520], [0.378, -0.836, -2.439], [0.808, -0.751, -0.163], [-1.423, -0.417, -1.317], [0.042, -0.294, -0.620], [-0.161, -0.743, 1.273], [-0.561, 0.260, -0.537]]
}



{
  "formula": "C34H50N3O4PtSbSi3",
  "method": "ωB97M-V with the def2-TZVPD basis set",
  "spin_multiplicity": 5,
  "e_above_lowest_ev": 0.000,
  "gap_ha": [0.2688, 0.1974],
  "total_charge": 2,
  "elements": ["Pt", "O", "C", "C", "C", "C", "C", "C", "C", "N", "C", "C", "N", "H", "H", "H", "H", "H", "H", "H", "O", "C", "O", "C", "C", "C", "C", "C", "N", "H", "H", "H", "H", "C", "C", "C", "C", "C", "C", "C", "O", "C", "C", "C", "H", "H", "H", "H", "H", "H", "H", "H", "H", "H", "H", "H", "C", "Si", "C", "C", "Sb", "Si", "C", "C", "C", "Si", "C", "C", "C", "H", "H", "H", "H", "H", "H", "H", "H", "H", "H", "H", "H", "H", "H", "H", "H", "H", "H", "H", "H", "H", "H", "H", "H", "H", "H", "H"],
  "xyz": [[-15.930, 11.365, 1.465], [-16.889, 9.973, 2.972], [-16.731, 9.838, 4.192], [-17.576, 8.871, 4.841], [-17.242, 8.432, 6.058], [-16.121, 9.001, 6.718], [-15.343, 10.028, 6.189], [-15.640, 10.516, 4.931], [-14.883, 11.634, 4.431], [-14.810, 11.965, 3.138], [-14.069, 13.065, 3.019], [-13.552, 13.441, 4.236], [-14.148, 12.570, 5.136], [-18.516, 8.570, 4.414], [-17.802, 7.675, 6.555], [-15.927, 8.967, 7.760], [-14.924, 10.520, 7.086], [-13.915, 13.526, 2.025], [-12.783, 14.209, 4.521], [-13.685, 12.209, 5.942], [-15.896, 12.520, -3.247], [-15.947, 11.685, -2.339], [-14.918, 10.846, -2.081], [-17.250, 11.509, -1.569], [-18.414, 11.690, -2.361], [-19.618, 11.398, -1.747], [-19.698, 10.873, -0.455], [-18.529, 10.722, 0.252], [-17.292, 11.076, -0.270], [-18.241, 12.133, -3.412], [-20.569, 11.381, -2.340], [-20.621, 10.551, -0.046], [-18.520, 10.373, 1.302], [-20.098, 17.981, -0.442], [-18.847, 17.048, -0.425], [-17.876, 17.073, -1.481], [-16.831, 16.123, -1.487], [-15.848, 16.177, -2.717], [-16.681, 15.239, -0.435], [-15.527, 14.240, -0.486], [-15.274, 13.342, 0.309], [-17.553, 15.289, 0.652], [-17.308, 14.439, 1.846], [-18.642, 16.208, 0.680], [-20.227, 18.476, -1.377], [-20.058, 18.684, 0.383], [-20.929, 17.332, -0.268], [-17.953, 17.783, -2.262], [-16.239, 16.878, -3.487], [-15.878, 15.220, -3.295], [-14.777, 16.495, -2.546], [-14.802, 14.409, -1.363], [-16.252, 14.413, 2.196], [-17.510, 13.353, 1.655], [-17.955, 14.777, 2.666], [-19.377, 16.105, 1.436], [-16.173, 7.120, -0.179], [-14.615, 7.034, 0.877], [-13.325, 6.051, 0.033], [-14.964, 6.293, 2.558], [-13.980, 9.403, 1.172], [-11.517, 9.541, 1.814], [-10.912, 7.979, 2.733], [-11.135, 11.029, 2.811], [-10.434, 9.733, 0.318], [-13.367, 11.107, -2.652], [-12.677, 9.401, -2.365], [-12.705, 12.489, -1.739], [-13.385, 11.392, -4.525], [-16.457, 6.073, -0.500], [-16.135, 7.661, -1.139], [-17.020, 7.484, 0.395], [-13.130, 6.258, -1.030], [-13.648, 4.978, 0.054], [-12.319, 6.111, 0.525], [-15.170, 5.224, 2.430], [-15.885, 6.834, 2.944], [-14.056, 6.395, 3.218], [-11.352, 7.961, 3.698], [-9.847, 7.937, 2.885], [-11.311, 7.051, 2.315], [-11.850, 11.130, 3.640], [-11.317, 11.919, 2.204], [-10.067, 11.039, 3.143], [-10.321, 8.845, -0.336], [-9.376, 10.041, 0.529], [-10.710, 10.532, -0.399], [-12.909, 9.170, -1.279], [-11.661, 9.317, -2.610], [-13.268, 8.688, -2.891], [-11.629, 12.599, -1.814], [-12.967, 12.359, -0.711], [-13.055, 13.489, -1.992], [-13.952, 10.837, -5.291], [-12.381, 11.492, -4.857], [-13.832, 12.381, -4.496]],
  "atomic_forces_ev_per_a": [[0.404, -0.545, -0.751], [-0.557, 0.458, -1.203], [0.959, -0.090, -0.062], [-0.111, 0.445, 0.439], [1.019, -0.214, 0.942], [-0.139, 0.796, -0.412], [-1.722, -0.046, 1.405], [0.550, -0.185, 0.695], [0.028, 0.963, -1.458], [-1.509, -0.232, 0.475], [1.768, 1.934, -0.834], [0.156, 0.128, 0.181], [0.257, -1.376, -0.750], [0.094, -0.114, -0.643], [-0.480, -0.347, 0.328], [-0.345, -1.297, 0.897], [1.009, 0.382, -1.484], [0.002, -0.367, 0.994], [-1.233, -0.998, -0.277], [0.170, 0.519, 0.988], [-0.250, -1.273, 1.963], [1.047, 0.902, -1.460], [-2.863, 0.804, 0.975], [-0.264, -0.674, 0.352], [1.423, 0.819, -0.086], [-1.647, -0.791, -1.163], [1.255, 0.270, -0.727], [1.376, 0.671, 0.107], [-1.317, -0.213, -0.150], [-0.650, -1.029, 1.879], [1.006, 0.483, 0.538], [-0.692, -0.118, 0.320], [0.029, 0.140, -0.839], [1.711, -1.329, 0.504], [0.239, 1.063, -0.551], [-0.327, -1.808, 2.181], [0.583, 1.998, -2.255], [-0.457, -0.135, -0.598], [1.446, -1.701, 0.283], [-0.409, 1.830, -1.094], [0.062, 0.035, -0.381], [-0.925, 0.873, 0.583], [0.138, -1.011, 0.996], [1.700, -1.227, -2.046], [0.022, 0.407, -0.576], [0.088, 0.209, 0.014], [-0.800, -0.280, 0.065], [-0.148, 0.509, -0.701], [0.117, -0.116, 0.794], [0.310, 0.422, 0.750], [-1.221, -0.507, 0.254], [-1.007, -0.231, 1.061], [-0.747, 0.475, -0.256], [-0.228, 0.675, 0.049], [0.215, -0.257, -0.117], [-0.451, 0.231, 0.821], [-0.304, -1.260, -0.661], [-1.046, -0.913, -0.702], [1.492, -0.998, -0.426], [-0.095, 0.842, 0.414], [-0.003, 0.978, 0.312], [1.944, -0.867, -0.101], [-1.400, 0.136, -0.721], [-0.252, 0.805, 0.656], [1.025, 0.323, -1.851], [0.258, -1.996, -3.291], [-1.545, 0.862, 2.378], [0.839, 1.493, 0.335], [-1.033, 0.531, 0.946], [0.342, 0.860, 0.503], [0.305, 0.105, 0.516], [-0.180, 0.214, 0.110], [-0.277, 0.236, 0.299], [0.238, 0.740, 0.159], [-0.866, -0.159, -0.254], [-0.111, 0.182, 0.098], [1.168, -0.778, 0.031], [-1.108, 0.012, -0.385], [-0.423, 0.239, 1.292], [0.454, 0.058, -0.338], [0.454, 0.033, -0.379], [0.503, -0.059, 0.222], [0.202, 0.059, -0.112], [-0.956, -0.090, -0.109], [-0.247, 0.179, 0.501], [-0.800, -0.426, 0.538], [-0.383, -0.235, 0.433], [0.835, 0.015, -0.934], [1.479, -0.333, -0.108], [-0.420, -0.449, -0.788], [0.336, -0.297, 0.037], [-0.030, -0.160, 0.988], [-0.337, -0.154, -0.386], [0.164, -0.231, 0.805], [1.028, 0.119, -0.392], [0.065, 0.450, -0.585]]
}



Calculated calculated total energy in order - -38113.39232 -1064.81459 -545.81219 -3018.34489 Eh
Calculated strongest force on any atom in order - 0.1255 0.0503 0.1038 0.0750 Eh/bohr